# C72H64FNO16S

A cluster of 5 separate species, C72H64FNO16S in total (ωB97M-V/def2-TZVPD, the OMol25 dataset).

Geometry as ORCA input:
```
! RIJCOSX wB97M-V def2-TZVPD def2/J DEFGRID3
* xyz 0 1
C -5.3768 -1.8220 -3.8208
C -5.2504 -1.0139 -2.5439
O -4.1782 -0.0923 -2.6976
C -3.6327 0.3839 -1.5127
C -4.4543 1.5187 -0.8957
O -5.4691 1.0284 -0.0105
C -5.0455 0.4442 1.1136
C -6.0236 -0.5231 1.7011
O -3.9676 0.6495 1.6034
O -2.3745 0.8823 -1.8738
C -1.4711 1.1002 -0.8050
C -0.1248 0.3740 -1.0550
O -0.1012 -0.3088 -2.3063
C 0.3963 0.4263 -3.3585
N -0.2541 1.6901 -3.4694
O 1.7471 0.6793 -3.3525
C 2.6543 -0.4279 -3.2090
C 2.9797 -0.7771 -1.7518
C 2.2925 -2.0824 -1.3284
C 4.5141 -0.8319 -1.6007
C 5.1020 -1.3752 -0.2853
C 5.2799 -2.9037 -0.2627
C 4.3658 -0.8732 0.9729
S 0.0232 -0.6742 -4.8281
O 0.1255 -2.0640 -4.5416
O 0.6450 -0.0854 -5.9662
F -1.5156 -0.3658 -4.9585
H -6.3708 -2.2680 -3.8809
H -5.2075 -1.1852 -4.6879
H -4.6545 -2.6388 -3.8375
H -5.0456 -1.6754 -1.6925
H -6.1798 -0.4783 -2.3202
H -3.5324 -0.4454 -0.7899
H -3.8061 2.2277 -0.3824
H -4.9823 2.0462 -1.6888
H -5.7732 -0.6781 2.7464
H -7.0514 -0.1781 1.5950
H -5.9363 -1.4712 1.1650
H -1.2880 2.1759 -0.7316
H -1.8994 0.7846 0.1507
H 0.0632 -0.3943 -0.3036
H 0.6883 1.0990 -0.9952
H -1.2605 1.5358 -3.4507
H -0.0369 2.0822 -4.3831
H 3.5529 -0.1065 -3.7359
H 2.2731 -1.3041 -3.7404
H 2.6208 0.0458 -1.1296
H 1.3403 -2.1756 -1.8574
H 2.8939 -2.9418 -1.6315
H 2.0994 -2.1280 -0.2570
H 4.9247 -1.3983 -2.4441
H 4.8732 0.1979 -1.7174
H 6.1150 -0.9650 -0.2358
H 4.3904 -3.4012 0.1307
H 6.1296 -3.1861 0.3615
H 5.4590 -3.2907 -1.2686
H 3.6642 -0.0653 0.7578
H 5.0679 -0.4980 1.7190
H 3.7993 -1.6754 1.4506
O -8.0029 4.8195 3.1798
C -7.3862 5.6715 2.5769
C -6.0375 5.3933 2.0050
C -5.4939 4.1229 2.1512
C -4.2555 3.8290 1.6058
C -3.5563 4.8092 0.9080
C -4.0850 6.0808 0.7678
C -5.3256 6.3795 1.3179
C -5.8679 7.7596 1.1652
O -5.2309 8.6293 0.6098
C -7.2271 8.0319 1.7182
C -7.7738 9.2998 1.5616
C -9.0416 9.5703 2.0471
C -9.7698 8.5760 2.6913
C -9.2268 7.3135 2.8575
C -7.9535 7.0370 2.3746
H -6.0567 3.3737 2.6923
H -3.8438 2.8342 1.7097
H -2.5924 4.5784 0.4711
H -3.5500 6.8539 0.2332
H -7.1942 10.0596 1.0558
H -9.4666 10.5577 1.9228
H -10.7628 8.7887 3.0649
H -9.7769 6.5294 3.3593
O 11.3793 -7.7802 3.8051
C 10.7645 -6.9498 3.1720
C 11.4609 -5.8009 2.5225
C 12.8427 -5.7048 2.6322
C 13.5135 -4.6620 2.0167
C 12.8079 -3.7104 1.2881
C 11.4302 -3.7954 1.1841
C 10.7513 -4.8381 1.8029
C 9.2659 -4.8997 1.6894
O 8.6431 -4.0385 1.1055
C 8.5714 -6.0606 2.3174
C 7.1905 -6.1627 2.1973
C 6.5268 -7.2422 2.7544
C 7.2386 -8.2249 3.4340
C 8.6131 -8.1242 3.5637
C 9.2843 -7.0414 3.0087
H 13.3752 -6.4555 3.1998
H 14.5898 -4.5896 2.1014
H 13.3359 -2.9007 0.8019
H 10.8649 -3.0616 0.6262
H 6.6527 -5.3913 1.6630
H 5.4519 -7.3217 2.6587
H 6.7176 -9.0705 3.8634
H 9.1820 -8.8769 4.0917
O -1.3925 5.5993 -2.9030
C -0.4955 6.3409 -2.5602
C -0.7848 7.6716 -1.9517
C -2.1087 8.0512 -1.7633
C -2.4018 9.2692 -1.1743
C -1.3732 10.1142 -0.7711
C -0.0528 9.7460 -0.9660
C 0.2473 8.5256 -1.5590
C 1.6794 8.1570 -1.7672
O 2.5729 8.9188 -1.4657
C 1.9677 6.8150 -2.3502
C 3.2895 6.4199 -2.5172
C 3.5773 5.1644 -3.0280
C 2.5475 4.2965 -3.3765
C 1.2296 4.6935 -3.2272
C 0.9347 5.9497 -2.7147
H -2.8951 7.3803 -2.0816
H -3.4330 9.5620 -1.0258
H -1.6046 11.0626 -0.3042
H 0.7590 10.3927 -0.6627
H 4.0785 7.1040 -2.2364
H 4.6080 4.8578 -3.1513
H 2.7683 3.3091 -3.7623
H 0.4217 4.0309 -3.4939
O -4.7121 -4.6718 1.3580
C -3.9592 -5.6199 1.4441
C -2.6223 -5.6055 0.7856
C -2.2380 -4.4737 0.0798
C -0.9915 -4.4153 -0.5164
C -0.1164 -5.4907 -0.4093
C -0.4991 -6.6297 0.2801
C -1.7529 -6.6931 0.8777
C -2.1481 -7.9334 1.6055
O -1.4151 -8.8975 1.6501
C -3.4793 -7.9418 2.2815
C -3.8614 -9.0711 2.9948
C -5.0813 -9.0954 3.6492
C -5.9257 -7.9920 3.5951
C -5.5541 -6.8669 2.8793
C -4.3323 -6.8381 2.2178
H -2.9270 -3.6444 0.0110
H -0.6990 -3.5240 -1.0578
H 0.8628 -5.4379 -0.8671
H 0.1637 -7.4797 0.3671
H -3.1913 -9.9191 3.0286
H -5.3763 -9.9754 4.2055
H -6.8759 -8.0120 4.1123
H -6.1999 -6.0015 2.8230
*
```

Values from the calculation:
F_max	0.91	eV Å⁻¹
E	-4538.795784	hartree
SMILES string	CCO[C@H](COC(C)=O)OCCO[C@@](N)(OC[C@@H](C)CC(C)C)S(=O)(=O)F.O=C1c2ccccc2C(=O)c2ccccc21.O=C1c2ccccc2C(=O)c2ccccc21.O=C1c2ccccc2C(=O)c2ccccc21.O=C1c2ccccc2C(=O)c2ccccc21
orbital gap	8.595	eV

***

# C3N3O2

The ion C3N3O2 with charge -1 in a non-equilibrium geometry (ωB97M-V/def2-TZVPD, the OMol25 dataset).

Geometry as ORCA input:
```
! RIJCOSX wB97M-V def2-TZVPD def2/J DEFGRID3
* xyz -1 1
N 1.7041 -2.0086 -0.0063
C 0.9188 -1.1587 0.0151
C 0.0647 -0.0812 0.0258
C 0.5347 1.2208 0.0218
N 0.9366 2.3047 0.0167
N -1.4312 -0.2396 0.0103
O -2.1251 0.7713 -0.0202
O -1.8744 -1.3862 0.0337
*
```

Values from the calculation:
F_max	3.17	eV Å⁻¹
energy above the lowest of the compared OMol25 structures with the same formula, charge and spin	72.8	kcal/mol
E	-429.038433	hartree
SMILES string	N#CC(C#N)=[N+]([O-])[O-]
orbital gap	8.814	eV

***

# C15H23AuN2O2Se3

A structure of composition C15H23AuN2O2Se3 (ωB97M-V/def2-TZVPD, the OMol25 dataset).

Geometry as ORCA input:
```
! RIJCOSX wB97M-V def2-TZVPD def2/J DEFGRID3
* xyz 0 3
Au 0.4243 -0.6794 -1.5368
O -1.4671 -0.9177 4.3307
C -0.3181 -1.4531 3.6922
C -0.2028 -0.8772 2.2734
C -0.1529 0.6500 2.3359
O 1.1068 1.1520 2.7944
C -1.4376 -1.3369 1.4844
Se -1.8116 -0.5646 -0.2740
C 1.0956 -1.4937 1.7134
Se 2.0020 -0.4606 0.3448
H -1.5995 -1.3707 5.1680
H -0.3795 -2.5458 3.6262
H 0.5883 -1.2089 4.2615
H -0.9638 1.0162 2.9673
H -0.2946 1.0499 1.3339
H 1.2086 0.9348 3.7269
H -2.3295 -1.0820 2.0590
H -1.4112 -2.4225 1.3861
H 0.8833 -2.4599 1.2522
H 1.8292 -1.6471 2.5031
Se 0.1394 -1.6649 -3.7281
C -0.3153 -3.4553 -3.2290
C 0.4781 -4.2170 -2.3777
C 0.0876 -5.5105 -2.0751
N -1.0157 -6.0916 -2.5519
C -1.7635 -5.3534 -3.3702
C -1.4621 -4.0489 -3.7367
H 1.3864 -3.8044 -1.9582
H 0.6964 -6.1175 -1.4132
H -2.6613 -5.8267 -3.7531
H -2.1199 -3.5021 -4.3989
C -0.2641 5.2016 -1.6681
C 0.6472 4.1957 -0.9563
C 0.1615 3.9385 0.4748
C 2.0980 4.6910 -0.9523
C 0.5924 2.9097 -1.6943
N 0.5218 1.8833 -2.2026
H -0.2330 6.1491 -1.1282
H -1.2946 4.8475 -1.6902
H 0.0644 5.3735 -2.6929
H 0.1835 4.8800 1.0259
H 0.7999 3.2197 0.9916
H -0.8602 3.5568 0.4783
H 2.1480 5.6337 -0.4054
H 2.4596 4.8574 -1.9671
H 2.7556 3.9720 -0.4636
*
```

Values from the calculation:
F_max	0.40	eV Å⁻¹
E	-8185.289437	hartree
orbital gap (alpha / beta)	7.550 / 5.073	eV

***

# C2H4NO2

The ion C2H4NO2 with charge +1 in a non-equilibrium geometry (ωB97M-V/def2-TZVPD, the OMol25 dataset).

Geometry as ORCA input:
```
! RIJCOSX wB97M-V def2-TZVPD def2/J DEFGRID3
* xyz 1 1
C 1.6872 -0.3197 -0.0696
C -0.7346 -0.3133 0.1128
N -1.4910 0.7132 -0.0399
O -0.7912 -1.4795 0.1199
O 0.7996 0.4179 0.1816
H 2.6065 0.1167 -0.1555
H 1.4771 -1.4786 -0.0229
H -2.4432 0.7088 0.0360
H -1.1103 1.6346 -0.1625
*
```

Values from the calculation:
F_max	5.39	eV Å⁻¹
energy above the lowest of the compared OMol25 structures with the same formula, charge and spin	21.5	kcal/mol
E	-283.521845	hartree
orbital gap	11.423	eV

***

# C6H7NO5P

The ion C6H7NO5P with charge -1 in a non-equilibrium geometry (ωB97M-V/def2-TZVPD, the OMol25 dataset).

Geometry as ORCA input:
```
! RIJCOSX wB97M-V def2-TZVPD def2/J DEFGRID3
* xyz -1 1
C -1.7117 -2.1621 0.2977
C -2.0143 -0.8499 -0.4916
O -1.8052 0.2197 0.4257
P -1.6287 1.6663 -0.2985
O -2.2615 1.7772 -1.6326
O -1.7014 2.7458 0.7095
O 0.1747 1.6434 -0.6427
C 1.1257 0.9456 -0.1182
N 1.2175 -0.3564 -0.0128
C 2.4176 -0.6646 0.4629
O 2.7698 -1.7733 0.8883
C 3.2756 0.6416 0.4737
C 2.4502 1.6186 0.1142
H -2.2725 -3.0631 -0.0959
H -0.5953 -2.2032 0.3125
H -2.1047 -2.0321 1.2915
H -3.0691 -0.9678 -0.9552
H -1.2952 -0.6471 -1.3766
H 4.3896 0.7746 0.5990
H 2.6388 2.6869 0.0491
*
```

Values from the calculation:
F_max	3.35	eV Å⁻¹
E	-1005.304317	hartree
SMILES string	CCO[P@@](=O)([O-])OC1=NC(=O)C=C1
orbital gap	8.636	eV

***

# C6H13N

The molecule C6H13N in a non-equilibrium geometry (ωB97M-V/def2-TZVPD, the OMol25 dataset).

Geometry as ORCA input:
```
! RIJCOSX wB97M-V def2-TZVPD def2/J DEFGRID3
* xyz 0 1
C -0.9130 -1.4973 -1.5726
C -0.8625 -0.6366 -0.5563
C -0.3629 0.8371 -0.7664
C 0.8178 1.2795 0.0598
C 2.1304 1.0507 -0.7057
N -0.9709 -1.1239 0.7572
C -1.1130 -0.7007 2.1436
H -1.7133 -2.2972 -1.5635
H -0.1688 -1.4463 -2.4722
H -0.0856 1.0370 -1.8120
H -1.2786 1.4888 -0.5547
H 0.6410 0.6144 0.9646
H 0.8035 2.2397 0.4524
H 2.2311 1.8231 -1.5097
H 2.9643 1.2235 -0.0018
H 2.2724 0.0075 -1.1573
H -0.9098 -2.1234 0.7961
H -1.3465 0.3651 2.2094
H -0.2041 -0.9126 2.6735
H -1.9312 -1.2283 2.6157
*
```

Values from the calculation:
F_max	3.66	eV Å⁻¹
energy above the lowest of the compared OMol25 structures with the same formula, charge and spin	50.8	kcal/mol
E	-291.077762	hartree
SMILES string	C=C(CCC)NC
orbital gap	8.469	eV

***

# C4H7NO

A cluster of 2 separate species, C4H7NO in total in a non-equilibrium geometry (ωB97M-V/def2-TZVPD, the OMol25 dataset).

Geometry as ORCA input:
```
! RIJCOSX wB97M-V def2-TZVPD def2/J DEFGRID3
* xyz 0 1
O 1.2381 -0.1749 1.5240
C 1.0109 0.2213 -0.4933
C -0.0470 -0.6877 -0.9703
C -1.0120 -0.3196 0.1446
C -1.8287 0.8066 -0.1131
N -2.4236 1.7802 -0.3568
H 1.5425 0.5969 2.0286
H 2.0666 -0.0273 -0.4846
H 0.7651 1.2807 -0.5038
H 0.2713 -1.7310 -0.9072
H -0.3809 -0.4779 -1.9966
H 0.2310 -0.1191 1.4632
H -1.4451 -1.1374 0.7138
*
```

Values from the calculation:
F_max	1.06	eV Å⁻¹
energy above the lowest of the compared OMol25 structures with the same formula, charge and spin	114.4	kcal/mol
E	-286.449273	hartree
orbital gap (alpha / beta)	7.142 / 7.143	eV

***

# C4H6N2O

The molecule C4H6N2O in a non-equilibrium geometry (ωB97M-V/def2-TZVPD, the OMol25 dataset).

Geometry as ORCA input:
```
! RIJCOSX wB97M-V def2-TZVPD def2/J DEFGRID3
* xyz 0 1
H 0.9875 -1.3517 2.3004
N 1.0948 -1.5719 1.3312
C 0.4171 -0.6792 0.6448
C -0.2932 0.5384 1.1511
O -0.6188 1.5370 0.1669
C -0.8141 1.0848 -1.2045
C -0.1130 -0.0003 -1.6359
N 0.6334 -0.7616 -0.7487
H 0.2824 1.0296 1.8607
H -1.2068 0.1709 1.6537
H -1.3988 1.7994 -1.7621
H -0.2540 -0.3362 -2.7132
H 1.2835 -1.4594 -1.0445
*
```

Values from the calculation:
F_max	4.16	eV Å⁻¹
energy above the lowest of the compared OMol25 structures with the same formula, charge and spin	49.1	kcal/mol
E	-340.716641	hartree
SMILES string	[H]/N=C1\COC=CN1
orbital gap	8.992	eV

***

Question: Which value of E does entry 2 give?
Answer: -429.038433 hartree

***

Question: Among the records above, which one has the lowest E?
Answer: C15H23AuN2O2Se3

***

Question: Which of these has the lowest E?
Answer: C15H23AuN2O2Se3

***

Question: Which of these has the highest F_max?
Answer: C2H4NO2